C19H18N4O2 | ωB97M-V with the def2-TZVPD basis set

Calculated values
- Structure (SMILES): O=C1[C@@H]2[C@H](C(=O)N1c1n[nH]c(CCc3ccccc3)n1)[C@H]1C=C[C@@H]2C1
- Energy above the lowest of the compared OMol25 structures with the same formula, charge and spin: 2.524 eV
- Maximum force: 6.5 eV/Å
- Total energy: -30048.0567 eV
- Frontier orbital gap: 9.83 eV

XYZ file:
```
43
Properties=species:S:1:pos:R:3:forces:R:3:lowdin_charge:R:1
O -2.1027 0.0453 -2.0563 2.26 -0.60 -0.70 0.11
C -0.9868 0.2577 -2.5365 -3.21 0.90 1.00 -0.35
C -0.8114 1.1486 -3.7178 1.35 0.49 0.16 -0.11
C 0.6823 1.6802 -3.7000 -0.30 -2.01 -0.26 -0.08
C 1.1793 0.9453 -2.4552 3.59 1.82 1.65 -0.31
O 2.2424 1.2189 -1.8700 -2.55 -1.09 -1.58 0.09
N 0.2298 0.0487 -1.9347 0.49 1.29 -3.47 0.11
C 0.3491 -0.6148 -0.7985 -0.20 -2.24 6.05 -0.31
N 0.7272 0.0253 0.3516 -0.88 0.82 -3.21 0.14
N 0.4321 -0.8279 1.2794 0.24 -1.40 2.47 0.05
C 0.0403 -2.0105 0.7564 -2.34 0.79 -0.57 -0.32
C -0.4370 -3.1680 1.5230 0.48 -2.11 0.41 -0.13
C 0.5390 -3.6332 2.5787 0.70 0.02 2.61 -0.15
C 0.5549 -2.6417 3.7629 -1.99 -1.26 -0.49 -0.26
C 1.5758 -1.7506 3.8695 -1.60 0.76 1.36 -0.09
C 1.4985 -0.6666 4.7490 0.84 -0.36 0.06 -0.09
C 0.4142 -0.4995 5.5830 0.06 -0.66 -0.16 -0.10
C -0.6335 -1.4636 5.4705 0.27 0.95 0.90 -0.06
C -0.6034 -2.5737 4.5757 1.02 2.13 0.77 -0.01
N -0.1681 -1.9075 -0.5631 2.29 2.19 0.47 0.22
C 0.5184 3.2434 -3.5654 2.06 -1.90 -1.28 -0.22
C -0.2292 3.5673 -4.8485 2.46 2.20 -0.84 -0.05
C -1.4505 3.1667 -4.7247 -0.44 0.84 -2.45 -0.08
C -1.5027 2.4686 -3.4846 -4.20 -0.32 1.77 -0.30
C -0.5910 3.2723 -2.6021 0.29 0.11 2.71 -0.09
H -1.1853 0.6480 -4.5863 0.04 -0.17 -0.70 0.16
H 1.2856 1.3571 -4.5660 -0.20 0.19 0.41 0.16
H 0.4448 -0.5580 2.3096 0.36 -0.60 -2.08 0.18
H -0.4365 -3.9912 0.8037 -0.65 0.16 -0.12 0.12
H -1.3925 -3.1365 2.0675 -0.07 0.61 -0.86 0.12
H 0.2687 -4.5882 3.0853 -0.12 0.28 -0.98 0.13
H 1.5568 -3.7454 2.2065 0.00 -0.04 -0.19 0.12
H 2.2422 -1.9207 3.1071 2.42 0.38 -1.14 0.09
H 2.3492 -0.0269 4.8341 0.37 0.55 -0.08 0.10
H 0.4304 0.3333 6.3600 -0.38 -1.32 -1.24 0.13
H -1.3486 -1.1152 6.2315 -0.74 -1.42 -0.72 0.10
H -1.4075 -3.2926 4.4254 0.06 0.28 0.36 0.11
H 1.4408 3.7766 -3.3154 -0.22 -0.19 -0.21 0.16
H 0.1347 4.0928 -5.7195 0.48 -0.02 0.07 0.11
H -2.1694 3.2826 -5.5190 -0.44 -0.33 0.20 0.13
H -2.5601 2.4296 -3.2352 0.03 -0.68 0.94 0.16
H -0.7675 4.3493 -2.5687 -1.10 -0.23 0.82 0.14
H -0.3528 2.7746 -1.5628 -0.50 1.19 -1.85 0.18
```
Forces are in eV/Å.


C3H6HgMgO5 | ωB97M-V with the def2-TZVPD basis set

Calculated values
- Energy above the lowest of the compared OMol25 structures with the same formula, charge and spin: 0.933 eV
- Maximum force: 3.1 eV/Å
- 2S+1: 2
- Total energy: -23065.6791 eV
- Frontier orbital gap (spin up / spin down): 5.76 / 6.09 eV
- ⟨S²⟩: 0.76
- Net charge: -1

XYZ file:
```
16
Properties=species:S:1:pos:R:3:forces:R:3:mulliken_spin:R:1
H -1.6395 1.5619 -1.3839 0.03 0.05 0.25 0.00
C -1.2713 1.6329 -0.3391 0.38 0.00 -0.39 -0.01
C -0.5026 0.3585 -0.0102 0.00 -0.03 0.06 0.04
O 0.5902 0.0847 -0.8346 -0.11 -0.86 -0.35 0.00
Mg -2.7533 0.5662 2.0146 0.36 0.18 -0.52 0.86
O -2.3036 1.7866 0.5727 -0.28 -0.45 0.62 0.01
H -0.5600 2.4845 -0.3175 -0.20 -0.12 0.03 0.00
H -1.2398 -0.4711 -0.0531 0.19 0.21 0.05 -0.02
H -0.1468 0.4652 1.0362 -0.22 -0.05 -0.11 -0.01
C 1.4477 -1.0790 -0.2925 -0.24 1.08 0.11 0.01
O 0.8068 -1.9628 0.4025 1.57 -0.16 -2.47 0.01
O 2.1266 -1.5679 -1.4213 -0.09 0.14 -0.04 0.00
H 1.4916 -2.0803 -1.9316 -0.11 -0.03 0.16 0.00
Hg -0.6068 -2.0324 1.9090 -2.10 0.04 2.23 0.13
O 2.3824 -0.3592 0.4579 0.07 2.51 -0.22 0.00
H 2.1786 0.6123 0.1909 0.74 -2.52 0.60 0.00
```
Forces are in eV/Å.


C12H26HfNO3P2 | ωB97M-V with the def2-TZVPD basis set

Calculated values
- Energy above the lowest of the compared OMol25 structures with the same formula, charge and spin: 1.475 eV
- Maximum force: 3.6 eV/Å
- Total energy: -40356.5180 eV
- Frontier orbital gap: 5.54 eV
- Net charge: +3

XYZ file:
```
45
Properties=species:S:1:pos:R:3:forces:R:3:lowdin_charge:R:1
Hf 0.1654 -0.5595 1.0602 3.07 -1.44 0.85 1.42
P -2.5376 0.2685 0.6580 -3.34 -0.91 -1.04 0.93
C -2.2091 0.9846 -0.9820 0.65 0.09 -0.24 -0.21
C -0.8185 1.2347 -1.4934 0.06 0.06 -0.74 -0.29
N 0.2647 0.8393 -0.7812 -0.31 0.34 0.24 -0.03
C 1.4824 1.2649 -1.2162 0.50 0.16 0.17 -0.29
C 1.6175 2.0583 -2.3420 0.41 -0.04 0.07 0.04
C 0.5180 2.3652 -3.1333 0.08 -0.44 0.31 0.06
C -0.7232 1.9017 -2.7096 0.21 -0.08 0.50 0.03
C 2.7183 0.9541 -0.3939 0.18 0.25 -0.12 -0.27
P 2.7182 -0.6426 0.5018 0.98 0.58 -0.21 0.79
H -1.6231 2.0740 -3.2792 -0.07 0.20 -0.08 0.15
H 2.6270 2.4098 -2.5606 -0.39 -0.03 -0.23 0.15
H 0.6344 2.9289 -4.0464 -0.06 0.09 -0.08 0.15
H 3.6081 0.9345 -1.0422 -0.27 0.29 0.16 0.12
H 2.8761 1.7432 0.3679 -0.09 -0.19 -0.39 0.12
H -2.7918 0.4064 -1.6842 -0.07 -0.49 -0.31 0.12
H -2.7278 1.9554 -0.9484 0.09 -0.18 0.30 0.13
H -2.2255 -3.9200 -3.2645 0.02 -0.19 0.14 0.01
O -2.2490 -3.8852 -4.2216 0.16 0.45 -0.09 -0.04
H -1.5536 -3.2627 -4.4765 -0.16 -0.28 -0.07 0.03
H -1.7249 -0.9561 1.1240 -1.67 1.61 -0.16 0.04
O 0.0597 -2.4662 0.9505 -0.24 1.39 -0.16 -0.30
H 0.3294 -3.3336 0.6491 -0.19 -0.51 0.06 0.07
C 3.4155 -1.8151 -0.6717 -0.31 -0.45 -0.21 -0.21
H 4.3260 -1.4041 -1.1243 -0.15 -0.04 0.18 0.08
H 3.6563 -2.7445 -0.1459 0.02 0.08 -0.11 0.08
H 2.6911 -2.0419 -1.4602 0.16 -0.02 0.02 0.06
C 3.9777 -0.4025 1.7709 -0.17 -0.06 0.51 -0.21
H 3.9470 -1.2562 2.4578 0.15 0.15 -0.10 0.07
H 4.9735 -0.3301 1.3208 -0.17 -0.02 0.00 0.08
H 3.7637 0.5088 2.3424 0.08 -0.19 -0.08 0.07
C -3.3488 1.6388 1.5246 0.84 0.50 1.43 -0.14
H -4.3617 1.7242 1.0851 0.45 -0.39 0.01 0.11
H -3.4308 1.4442 2.6073 -0.08 0.22 -0.38 0.09
H -2.8028 2.5810 1.3372 -0.14 -0.44 0.29 0.09
C -3.8858 -0.9038 0.3574 0.25 -0.23 0.08 -0.18
H -4.1395 -1.3716 1.3162 -0.12 0.00 -0.19 0.09
H -4.7487 -0.3671 -0.0445 0.07 -0.11 -0.01 0.09
H -3.5252 -1.6666 -0.3434 -0.26 0.04 0.12 0.08
C 0.2114 0.2318 4.2423 0.05 0.02 1.21 -0.09
O 0.1737 -0.0194 2.8498 -0.20 0.10 -1.02 -0.43
H -0.6726 0.8055 4.5386 0.19 -0.06 -0.12 0.10
H 1.1126 0.7965 4.4917 -0.15 0.02 -0.16 0.10
H 0.2322 -0.7055 4.8117 -0.06 0.13 -0.33 0.11
```
Forces are in eV/Å.


C4H7NO2 | ωB97M-V with the def2-TZVPD basis set

Calculated values
- Structure (SMILES): NOC[C@@H]1CC1=O
- Energy above the lowest of the compared OMol25 structures with the same formula, charge and spin: 4.803 eV
- Maximum force: 3.7 eV/Å
- Total energy: -9842.4767 eV
- Frontier orbital gap: 9.90 eV

XYZ file:
```
14
Properties=species:S:1:pos:R:3:forces:R:3:lowdin_charge:R:1
N 2.5680 -0.7785 0.7236 -0.38 -0.01 0.43 -0.01
O 1.5538 -0.3573 -0.1732 -1.29 -0.47 0.16 -0.24
C 0.1969 -0.2169 0.5576 3.53 0.24 -0.88 -0.13
C -0.9184 -0.3402 -0.4016 -0.72 0.46 1.37 -0.17
C -1.4089 0.9307 -1.1145 0.12 0.84 -0.05 -0.02
C -2.0632 0.5298 0.1239 0.03 -1.19 -1.40 -0.35
O -2.9553 0.6521 0.8980 0.08 0.17 0.32 0.14
H 3.2245 -0.0081 0.8377 -0.13 -0.08 -0.25 0.07
H 3.0476 -1.5484 0.2669 -0.06 0.16 -0.08 0.07
H 0.1882 -0.9710 1.3495 -0.05 0.27 -0.10 0.12
H 0.3935 0.8063 0.9127 -1.10 -0.31 0.51 0.13
H -1.1123 -1.3132 -0.8322 -0.06 0.01 -0.01 0.14
H -0.7656 1.8012 -1.1043 0.19 0.00 -0.06 0.12
H -1.9488 0.8135 -2.0441 -0.16 -0.08 0.02 0.12
```
Forces are in eV/Å.